Here is a structure of composition C13H26FMgNO13 from the Open Molecules 2025 dataset. Energies are from wB97M-V/def2-TZVPD.

Element x y z (Å)
O -26.600 3.262 -19.393
H -26.808 -1.358 -14.540
O -26.556 -0.129 -17.099
H -24.138 -1.011 -18.156
H -26.532 1.940 -20.905
O -25.312 0.092 -14.502
H -28.686 0.528 -17.648
C -26.928 3.499 -18.141
H -27.118 1.238 -19.421
Mg -26.333 1.473 -15.800
H -23.732 -0.848 -12.034
C -29.001 -0.367 -18.185
C -26.383 1.930 -19.826
H -21.013 1.978 -18.196
H -27.488 6.320 -16.730
C -21.898 2.153 -18.817
F -25.966 2.806 -14.501
H -24.200 4.359 -15.719
O -27.021 2.667 -17.278
N -29.290 0.546 -14.786
O -30.244 0.580 -15.570
C -23.306 3.785 -15.492
H -23.556 3.062 -14.720
C -24.039 0.232 -13.862
O -25.931 -1.959 -18.221
H -24.193 1.012 -13.114
O -22.815 3.154 -16.686
O -23.094 1.654 -18.263
H -25.387 -2.591 -12.628
H -24.746 -2.666 -14.215
C -23.559 2.186 -17.138
O -29.400 0.124 -13.635
H -25.368 1.611 -19.593
C -23.800 -1.110 -13.090
H -29.505 0.049 -19.062
C -27.312 5.250 -16.654
H -24.622 -1.806 -16.594
H -22.834 -1.547 -13.341
H -26.630 -0.555 -13.024
H -26.456 5.102 -15.997
C -24.618 -1.869 -17.679
H -23.274 0.549 -14.562
H -22.545 4.460 -15.110
O -28.161 0.972 -15.176
C -25.033 -1.950 -13.437
O -24.545 1.772 -16.616
O -27.868 -1.123 -18.619
H -21.880 3.226 -19.012
C -26.760 -0.997 -17.916
O -27.060 4.783 -17.978
H -28.200 4.777 -16.240
H -29.699 -0.989 -17.640
H -21.708 1.600 -19.734
C -26.055 -0.932 -13.877
H -24.001 -2.715 -17.975

Values from the calculation:
- Total charge: 0
- Energy: -50173.1741 eV

natural (NBO) charges, unit e, in atom order: O -0.484; H 0.207; O -0.742; H 0.191; H 0.203; O -0.597; H 0.234; C 1.028; H 0.198; Mg 1.807; H 0.212; C -0.283; C -0.261; H 0.192; H 0.196; C -0.266; F -0.944; H 0.206; O -0.734; N 0.735; O -0.502; C -0.265; H 0.233; C -0.065; O -0.477; H 0.197; O -0.498; O -0.497; H 0.226; H 0.195; C 1.033; O -0.476; H 0.193; C -0.434; H 0.187; C -0.266; H 0.202; H 0.209; H 0.204; H 0.210; C -0.264; H 0.179; H 0.196; O -0.704; C -0.434; O -0.710; O -0.487; H 0.200; C 1.030; O -0.473; H 0.214; H 0.218; H 0.203; C -0.079; H 0.202

=====

Here is a structure of composition C33H20Cl3F9NO2PSSe3TcTe from the Open Molecules 2025 dataset. Energies are from wB97M-V/def2-TZVPD.

Element x y z (Å)
C 2.789 2.065 -1.374
H -3.388 -2.371 -2.903
H 5.248 2.485 0.926
C -3.082 3.400 -1.203
F 4.418 5.788 1.381
F -1.220 3.146 -7.612
F 4.891 -4.616 -4.519
C 0.464 2.381 -6.141
C -3.555 -1.332 -2.646
C 4.224 -0.300 -2.724
N -1.691 1.452 -1.159
C -5.018 0.569 -2.569
C 5.507 -3.695 -3.761
F 5.519 6.088 -0.455
H -1.546 1.889 -5.585
C -3.530 -0.322 2.254
H 3.209 1.878 -4.244
H -0.829 4.581 -0.630
F 6.250 4.690 1.029
H -5.606 -1.342 -3.304
H -0.842 3.481 0.764
C -2.730 0.742 -1.731
C 3.231 -2.852 -3.164
Se 1.488 -1.620 0.398
C -0.138 1.396 -4.041
C -1.859 2.739 -0.929
Cl -4.299 0.669 3.492
C 2.631 3.396 -1.757
Te 0.630 0.257 3.483
F 0.428 2.039 -8.472
C 4.343 4.059 -0.214
C 5.075 -1.308 -3.145
H 4.631 0.689 -2.557
C -3.976 1.336 -2.007
C 4.516 2.740 0.173
H 6.124 -1.100 -3.306
C -0.506 1.889 -5.288
C 4.577 -2.584 -3.360
C -4.810 -0.747 -2.875
C 2.385 -1.841 -2.740
Se 1.202 1.604 1.577
C 2.872 -0.557 -2.504
F 0.737 4.059 -7.771
O -1.537 -0.391 0.977
P 1.683 0.750 -2.005
Cl -4.674 -0.578 0.910
H -3.159 4.452 -0.968
H 3.857 0.723 -0.077
C 0.095 2.908 -7.500
Tc -0.023 0.167 -0.384
C -4.132 2.709 -1.710
Cl -3.087 -1.884 2.953
C -2.284 0.408 1.637
C 1.191 1.397 -3.646
H 3.273 5.423 -1.477
H 2.559 2.748 -6.444
H 0.219 3.153 -0.610
H 1.335 -2.061 -2.603
C 2.164 1.877 -4.528
F 5.995 -4.336 -2.682
C -0.757 3.538 -0.323
O -2.167 1.604 1.814
Se 0.802 -2.064 2.553
H 1.909 3.664 -2.518
H -5.975 1.043 -2.750
C -2.524 -0.615 -2.086
H 2.841 -3.845 -3.341
C 1.805 2.369 -5.767
H -0.894 1.000 -3.385
S -0.959 -1.362 -1.836
C 3.735 1.749 -0.401
C 5.140 5.155 0.436
H -5.083 3.191 -1.902
F 6.562 -3.240 -4.457
C 3.400 4.392 -1.176

Values from the calculation:
- Total charge: 0
- Energy: -327816.5748 eV
- Spin multiplicity: 4

Mulliken charges, unit e, in atom order: C 0.455; H 0.490; H 0.481; C -0.961; F -0.248; F -0.276; F -0.269; C 0.422; C -0.615; C -0.261; N 2.144; C -0.962; C 0.875; F -0.269; H 0.551; C 0.624; H 0.388; H 0.614; F -0.276; H 0.403; H 0.180; C -0.729; C -1.213; Se 0.214; C -0.229; C 0.356; Cl -0.144; C -0.665; Te 0.093; F -0.253; C 0.100; C -1.206; H 0.433; C 0.789; C -0.866; H 0.453; C -0.965; C 0.221; C -0.836; C -0.356; Se -0.062; C 0.799; F -0.267; O -0.437; P 2.155; Cl -0.124; H 0.567; H 0.556; C 0.811; Tc 0.490; C -1.189; Cl -0.129; C 0.073; C -0.278; H 0.451; H 0.426; H -0.137; H 0.067; C -0.145; F -0.249; C -1.507; O -0.495; Se -0.247; H 0.556; H 0.421; C 1.499; H 0.465; C -1.211; H -0.010; S -0.764; C -0.634; C 0.765; H 0.457; F -0.274; C -1.087

=====

Here is a structure of composition C26H64BrN8O3PSiY from the Open Molecules 2025 dataset. Energies are from wB97M-V/def2-TZVPD.

Element x y z (Å)
H 0.325 -5.221 -0.277
H -4.787 -5.325 -2.822
H -3.291 -5.945 -2.095
Br -0.114 1.256 0.538
N 2.254 -2.144 -1.864
N -2.492 1.925 -1.568
H 5.153 -1.412 -0.466
H 3.120 2.036 4.927
H 3.091 -0.061 3.726
C 1.663 -1.151 -2.540
C -5.081 -0.635 -0.889
H -3.343 -0.262 -3.692
H 4.437 -5.058 0.316
H 4.117 -2.083 -2.723
N 0.530 -0.872 -1.944
H -3.076 2.032 -2.394
H -5.223 -0.486 1.653
C 0.783 1.210 3.861
H 3.386 -5.324 -1.067
H 2.839 -4.322 0.292
H 2.249 3.464 4.400
H -2.555 2.451 0.458
C 4.315 -3.354 -0.990
H 0.449 4.950 -0.342
H 2.368 5.611 1.214
H -3.748 0.413 1.991
H -1.608 -0.694 1.906
C 2.577 3.613 -1.016
H -4.532 -5.167 -1.069
H -1.171 -4.646 0.501
O -1.153 -4.665 -1.601
C -0.305 4.248 2.957
O -1.435 -2.677 -3.088
N -3.547 -0.705 -2.798
H -1.405 -2.200 1.352
C -4.920 -0.338 -2.367
H -0.812 -4.282 -4.278
C 3.185 1.288 -0.436
C 2.027 1.694 3.099
H 4.211 4.204 1.145
H 2.281 5.251 2.945
H 0.167 2.020 4.237
H -5.088 0.715 -2.585
C -4.048 -5.166 -2.044
H 3.571 0.580 0.291
H -3.524 -1.993 2.587
H -0.709 5.650 0.775
H -4.906 1.883 0.834
C 2.885 0.461 2.789
H -0.931 -2.693 -5.076
H -6.102 -0.403 -0.568
N 0.458 -1.711 -0.891
C -4.446 1.576 -0.106
H 5.036 3.199 -0.033
C 3.697 -4.584 -0.327
P -2.034 -3.356 -1.755
C 3.529 -2.831 -2.192
N -4.103 0.119 -0.057
C -3.240 2.449 -0.389
H 2.267 0.881 -0.867
H 5.254 -3.674 -1.453
H 3.284 -3.638 -2.882
H 0.211 4.094 3.902
H 1.120 0.629 4.724
H 3.848 0.716 2.349
H -3.559 -1.698 -3.022
H 3.925 1.376 -1.238
H 1.654 3.297 -1.512
H -0.836 5.200 3.035
H 3.380 3.579 -1.757
O -3.453 -3.866 -2.299
H 2.367 -0.239 2.126
Y -1.749 -0.417 -1.012
N 1.479 -2.477 -0.836
N -1.979 -1.368 1.238
H 1.147 6.374 2.215
H 0.161 0.553 3.248
C -0.760 -5.225 -0.327
C 0.656 4.323 1.762
H 3.755 2.993 3.599
H -1.134 -6.244 -0.275
H 5.302 -2.642 0.787
H 4.653 2.539 1.549
H 2.470 4.652 -0.714
C -3.398 -1.644 1.562
C 2.834 2.616 4.046
H 2.068 -0.678 -3.420
H -3.567 3.477 -0.550
H -5.202 1.742 -0.870
H -5.671 -0.892 -2.930
H -3.748 -2.439 0.902
C -1.400 -3.371 -4.370
H -1.052 3.459 2.835
H -4.928 -1.705 -0.727
H 3.743 -1.881 0.508
Si 1.661 2.727 1.548
C 2.948 2.687 0.149
C 1.689 5.440 2.048
C 4.280 3.188 0.757
C 4.644 -2.252 0.012
H -2.411 -3.609 -4.691
C -4.179 -0.362 1.351
H -1.689 2.532 -1.729
C -0.162 4.737 0.530
H -0.901 3.976 0.263

Values from the calculation:
- Total charge: +3
- Energy: -134299.6160 eV

natural (NBO) population analysis, charges in e, atoms 1 to 99: H 0.214; H 0.227; H 0.207; Br -0.429; N -0.132; N -0.914; H 0.217; H 0.241; H 0.233; C 0.223; C -0.240; H 0.407; H 0.243; H 0.234; N -0.381; H 0.395; H 0.233; C -0.600; H 0.216; H 0.205; H 0.222; H 0.224; C -0.234; H 0.226; H 0.219; H 0.220; H 0.410; C -0.610; H 0.194; H 0.170; O -0.825; C -0.608; O -0.846; N -0.914; H 0.414; C -0.237; H 0.215; C -0.612; C -0.659; H 0.231; H 0.229; H 0.228; H 0.207; C -0.253; H 0.225; H 0.239; H 0.234; H 0.240; C -0.606; H 0.212; H 0.233; N -0.142; C -0.247; H 0.237; C -0.616; P 1.727; C -0.213; N -0.530; C -0.234; H 0.188; H 0.243; H 0.238; H 0.223; H 0.232; H 0.217; H 0.415; H 0.221; H 0.200; H 0.234; H 0.230; O -0.861; H 0.200; Y 1.735; N 0.018; N -0.912; H 0.242; H 0.185; C -0.243; C -0.657; H 0.227; H 0.223; H 0.247; H 0.220; H 0.224; C -0.234; C -0.619; H 0.263; H 0.237; H 0.218; H 0.240; H 0.209; C -0.268; H 0.201; H 0.220; H 0.194; Si 2.214; C -0.638; C -0.620; C -0.621

=====

Here is a cluster of 4 separate species, C3H11NO3 in total from the Open Molecules 2025 dataset. Energies are from wB97M-V/def2-TZVPD.

Element x y z (Å)
H 0.544 -1.020 1.751
C -1.960 -1.024 -0.304
H 2.202 1.481 0.938
H 0.235 -2.225 0.267
H 3.265 0.405 0.697
H -1.494 1.940 1.055
C -0.031 -1.383 0.905
C -1.954 -0.439 -1.495
H 1.587 0.456 -1.859
O 2.104 -0.338 -2.033
H -2.730 -1.736 -0.029
N -1.051 -0.655 0.717
H 2.218 -0.707 -1.156
O 2.314 0.565 0.664
O -0.836 2.497 1.483
H -1.369 0.434 -1.749
H -0.037 1.962 1.440
H -2.589 -0.859 -2.256

Values from the calculation:
- Total charge: 0
- SMILES string: C=CN=C.O.O.O
- Energy: -10920.2090 eV

natural (NBO) charges, unit e, in atom order: H 0.190; C -0.053; H 0.479; H 0.166; H 0.482; H 0.480; C -0.034; C -0.443; H 0.469; O -0.938; H 0.203; N -0.439; H 0.470; O -0.958; O -0.938; H 0.200; H 0.459; H 0.206

=====

Here is a structure of composition C4H10O2 from the Open Molecules 2025 dataset. Energies are from wB97M-V/def2-TZVPD.

Element x y z (Å)
H 1.367 1.389 -0.581
H 0.494 -1.121 -1.563
H -0.170 2.907 -0.297
H -1.136 2.841 0.876
C -0.144 -2.395 0.052
O -1.046 3.195 -0.017
C -0.441 0.214 -0.087
C 0.323 -1.060 -0.477
H -0.349 -2.339 1.127
H -1.060 -2.698 -0.469
H 0.617 -3.164 -0.118
C 0.962 0.750 0.223
H -1.028 0.740 -0.840
H 1.136 1.242 1.187
H -1.044 0.065 0.815
O 1.518 -0.566 0.168

Values from the calculation:
- Total charge: 0
- Energy: -8403.9638 eV

natural (NBO) charges, unit e, in atom order: H 0.156; H 0.165; H 0.465; H 0.467; C -0.628; O -0.928; C -0.458; C 0.106; H 0.210; H 0.215; H 0.222; C -0.072; H 0.227; H 0.178; H 0.203; O -0.530

=====

Here is a cluster of 2 separate species, C6H16NS in total from the Open Molecules 2025 dataset. Energies are from wB97M-V/def2-TZVPD.

Element x y z (Å)
H -3.200 0.751 0.090
C 2.137 0.916 0.849
C -2.937 -0.075 0.749
H -2.646 0.303 1.726
H 2.268 -1.782 0.970
H 1.229 1.021 -2.063
H -2.082 -1.310 -0.846
H 0.930 -2.068 -0.155
C 0.396 0.348 -1.841
H -1.419 -1.649 0.818
H 2.370 -1.177 -0.687
H 0.653 -0.652 -2.179
N 1.079 -0.086 0.565
C 1.696 -1.357 0.147
H 1.705 1.797 1.323
C -1.932 -0.961 0.164
S -0.566 1.986 0.184
H 0.581 -0.238 1.450
H -1.495 2.114 -0.756
C 0.039 0.391 -0.391
H -3.854 -0.662 0.878
H -0.452 0.687 -2.430
H 2.616 1.216 -0.080
H 2.883 0.487 1.516

Values from the calculation:
- Total charge: +1
- Energy: -18797.5615 eV

natural (NBO) charges, unit e, in atom order: H 0.231; C -0.429; C -0.701; H 0.234; H 0.240; H 0.226; H 0.205; H 0.240; C -0.713; H 0.183; H 0.236; H 0.231; N -0.409; C -0.418; H 0.246; C -0.175; S 0.005; H 0.439; H 0.156; C -0.026; H 0.271; H 0.257; H 0.235; H 0.237